174
Properties=species:S:1:pos:R:3:forces:R:3 method="wB97M-V/def2-TZVPD" e_tot_ha=-3740.0097 e_homo_ev="-18.140 / -18.140" total_charge=+5 spin_multiplicity=2
C -0.3875 -0.0639 -0.9267 1.2 -0.6 -0.8
C -0.4748 1.4217 -0.6822 -1.0 0.7 1.5
C -1.7931 1.9488 -1.3506 -0.1 -0.3 0.0
O -0.4892 1.8329 0.6867 -0.2 -0.5 -1.4
H 0.3998 -0.0973 -1.6798 -0.1 -0.4 -0.6
H -1.2678 -0.5340 -1.3651 -0.1 0.0 0.4
H 0.0825 -0.7003 -0.1769 -0.5 0.3 0.6
H 0.3686 1.8981 -1.1820 0.0 0.4 0.1
H -2.6442 1.2818 -1.2135 0.2 -0.2 0.5
H -1.6275 1.8613 -2.4244 0.1 0.6 -0.1
H -2.1175 2.9408 -1.0361 0.4 0.0 -0.3
C -1.2163 5.5811 -0.0916 -0.4 0.5 0.9
C -2.6141 5.8280 0.5779 0.7 -0.7 -2.9
N -2.7004 5.4421 1.9448 0.3 1.6 4.0
C -1.8028 4.6230 2.6387 -2.8 0.8 2.1
C -2.2931 4.6896 3.9576 1.9 -2.1 -0.6
N -3.3244 5.5438 4.1414 1.3 -0.1 -5.7
C -3.5330 6.0452 2.8746 0.5 -1.0 -0.4
C -3.9390 5.8277 5.3692 -1.0 0.0 2.1
H -1.0026 4.5361 -0.3157 -0.2 0.1 -0.1
H -0.4230 5.9447 0.5615 0.0 0.0 0.2
H -1.1306 6.2128 -0.9758 -0.2 -0.3 -0.1
H -3.3428 5.1776 0.0941 -0.1 0.2 -0.5
H -2.8830 6.8517 0.3176 -0.2 0.1 0.9
H -1.0527 3.9796 2.2030 -0.1 0.2 -0.1
H -2.0439 3.9826 4.7350 0.2 0.4 0.2
H -4.2653 6.7745 2.5612 0.0 0.1 0.3
H -4.9771 6.1351 5.2431 0.3 0.6 0.0
H -3.2720 6.4801 5.9327 -0.6 0.5 0.0
H -4.0214 4.9238 5.9729 0.2 -0.2 -0.2
C 1.5270 -2.1477 7.4757 -1.9 0.3 -1.0
C 0.9729 -0.7878 6.9190 1.9 1.5 1.4
C 1.8434 -0.2847 5.7610 -2.1 -1.5 -2.6
N 1.2749 0.9198 4.9298 0.5 0.2 -0.7
C -0.0359 0.5541 4.0825 1.3 1.3 1.6
C 2.3318 1.4585 3.8820 -0.9 0.4 1.5
C 1.8476 2.8981 3.5707 -0.2 -0.8 -0.2
C 1.0384 3.3186 4.7917 0.8 0.3 1.5
C 1.0994 2.1616 5.8183 -0.9 -0.2 -1.9
H 2.6131 -2.1118 7.5600 -0.2 -0.2 0.3
H 1.1604 -2.9602 6.8484 0.7 -0.1 -0.6
H 0.9774 -2.4425 8.3697 0.6 0.6 0.6
H 1.2505 -0.0318 7.6535 -0.4 -0.1 0.8
H -0.1016 -0.6341 6.8193 0.0 -0.7 -0.4
H 1.7235 -1.0334 4.9780 0.6 -0.5 -0.1
H 2.9089 -0.2095 5.9782 -0.2 0.7 0.1
H -0.4164 1.4960 3.6873 0.2 0.1 0.0
H -0.7847 0.1958 4.7889 0.3 -0.5 -0.2
H 0.2018 -0.0685 3.2200 0.1 -0.3 0.5
H 2.5045 0.7439 3.0773 -0.3 0.1 0.1
H 3.2444 1.5956 4.4622 0.1 -0.4 0.0
H 1.1686 2.9775 2.7216 0.5 -0.2 -0.4
H 2.7469 3.4988 3.4348 -0.3 0.2 -0.2
H 0.0085 3.5973 4.5687 0.2 -0.1 -0.1
H 1.5051 4.1657 5.2943 -0.2 0.2 -0.2
H 0.1305 2.1258 6.3164 0.5 -0.4 0.6
H 1.9863 2.1984 6.4508 -0.4 0.0 0.2
C -1.9017 -2.4009 1.8945 -0.6 0.8 0.8
C -3.2846 -1.7442 2.1428 0.8 0.5 -0.1
C -3.1104 -0.2102 2.3589 -1.4 -1.6 2.4
N -4.4755 0.4613 2.3555 -0.1 2.8 -1.3
C -5.6416 -0.1476 3.2205 1.6 -0.5 -1.7
C -4.3605 1.9613 2.8205 -0.1 -0.8 -0.4
C -5.2088 2.8155 1.8242 1.0 -0.1 2.1
C -5.6744 1.8759 0.7812 -1.3 -0.5 -1.1
C -4.8030 0.6762 0.8734 -0.4 -1.1 0.6
H -2.0121 -3.3581 1.3849 0.3 0.2 -0.1
H -1.4188 -2.5098 2.8656 -0.1 -0.6 0.2
H -1.2154 -1.6919 1.4314 -0.2 -0.2 -0.9
H -3.7559 -2.2510 2.9849 0.0 0.3 0.2
H -3.9847 -1.9029 1.3226 0.3 0.0 -0.3
H -2.3403 0.2042 1.7083 -0.8 0.5 -0.5
H -2.8045 0.0746 3.3656 0.6 -0.7 0.3
H -5.8551 -1.1226 2.7823 0.2 -0.2 0.5
H -6.5661 0.4110 3.0742 0.4 0.5 0.3
H -5.2200 -0.1651 4.2255 -0.6 -0.2 0.0
H -4.6808 1.9895 3.8620 0.0 0.1 -0.1
H -3.3301 2.3075 2.7390 0.1 -0.6 0.1
H -6.0093 3.2473 2.4249 0.0 0.5 -0.6
H -4.4762 3.5225 1.4349 -0.6 0.5 -0.1
H -6.7132 1.5762 0.9196 -0.1 0.2 0.1
H -5.6165 2.2850 -0.2275 -0.1 0.1 0.0
H -5.3077 -0.2299 0.5382 0.4 0.0 -0.4
H -3.8397 0.8572 0.3966 -0.2 -0.3 -0.1
C 8.0788 1.9560 -2.2562 0.0 -1.0 1.0
C 6.5338 1.9005 -2.2586 -0.3 0.1 0.6
C 5.9161 2.0550 -0.8417 -0.7 1.1 -0.9
N 4.3256 2.0129 -0.8202 -0.2 1.2 -0.4
C 3.9415 0.5887 -1.1716 -0.5 1.5 0.8
C 3.6368 3.0720 -1.8202 -0.6 -1.2 -0.6
C 2.7105 4.0014 -1.0382 2.2 0.3 1.3
C 3.3337 3.9457 0.3676 1.7 -0.2 -0.1
C 3.8245 2.4996 0.5537 -1.1 -0.5 -0.2
H 8.4143 1.2252 -1.5204 0.1 -0.5 -0.2
H 8.6088 2.8252 -1.8668 -0.7 0.6 -0.5
H 8.4859 1.6671 -3.2252 -0.1 0.2 0.1
H 6.1661 0.9426 -2.6262 0.5 -0.2 -0.3
H 6.1516 2.6473 -2.9546 -0.1 0.2 0.2
H 6.1784 3.0397 -0.4550 0.0 0.0 0.2
H 6.1965 1.2774 -0.1312 0.2 0.0 -0.2
H 4.1973 0.5177 -2.2288 0.1 -0.8 0.4
H 2.8748 0.4598 -0.9882 -0.2 0.3 -0.4
H 4.4135 -0.0521 -0.4268 0.5 -0.2 -0.6
H 3.0292 2.6138 -2.6004 0.1 -1.1 0.3
H 4.3876 3.5245 -2.4681 0.3 0.4 0.9
H 1.6562 3.7541 -0.9148 0.1 -0.1 -0.8
H 2.9476 4.9807 -1.4542 -1.0 0.2 0.0
H 2.7332 4.3696 1.1724 -0.1 -0.4 0.0
H 4.2922 4.4634 0.4037 -0.2 0.8 -0.3
H 2.9599 1.8984 0.8349 0.0 -0.5 -0.2
H 4.5873 2.3553 1.3189 0.1 0.1 -0.2
C 3.2362 -4.4727 -3.7062 1.6 -0.1 -1.3
C 3.2160 -5.1531 -2.3507 0.8 -0.1 -0.6
C 1.9332 -4.9849 -1.6650 -1.9 -0.3 1.4
N 2.0289 -3.9863 -0.5021 -1.2 0.0 -0.5
C 2.4471 -2.6373 -1.0633 -1.7 0.0 -0.5
C 0.6139 -3.8507 0.1641 0.7 -0.3 1.2
C 0.5431 -4.9076 1.3127 0.8 0.5 -1.1
C 1.9891 -4.8699 1.8120 -0.2 -1.3 -0.4
C 2.8856 -4.4839 0.6079 0.5 0.5 1.7
H 2.5588 -3.6629 -3.9770 -0.5 0.0 0.7
H 3.1851 -5.1709 -4.5416 -0.2 -0.2 0.1
H 4.2306 -4.0378 -3.8067 0.1 0.1 -0.3
H 4.0455 -4.7443 -1.7737 -0.1 0.0 0.3
H 3.4648 -6.2126 -2.4120 -0.1 0.0 -0.3
H 1.4904 -5.9010 -1.2743 0.4 -0.1 0.5
H 1.1003 -4.6777 -2.2975 0.2 0.6 -0.2
H 2.6019 -1.8677 -0.3070 0.4 -0.5 0.3
H 1.5500 -2.3062 -1.5865 -0.2 0.1 -0.1
H 3.1847 -2.6276 -1.8658 0.5 -0.6 0.6
H 0.7545 -2.9147 0.7046 -0.6 0.4 -0.3
H -0.2000 -3.8593 -0.5609 0.3 0.1 -0.2
H -0.1195 -4.6130 2.1265 -0.2 0.0 -0.4
H 0.2802 -5.9073 0.9668 -0.2 0.2 -0.1
H 2.0963 -4.1928 2.6594 0.2 0.0 -0.2
H 2.2293 -5.8816 2.1389 0.3 0.2 0.3
H 3.4505 -3.6438 1.0119 0.5 0.0 -0.6
H 3.5741 -5.2700 0.2975 -0.3 0.1 -0.2
C -4.2288 -0.1715 -5.1799 -2.4 0.7 -0.5
C -3.2300 -1.2556 -5.3474 2.6 0.8 0.0
C -1.8933 -0.7210 -6.0254 -1.0 -1.3 -0.7
N -0.6756 -1.6694 -5.8453 -0.2 0.0 1.1
C -0.1898 -1.6514 -4.3009 -0.1 0.6 -1.6
C 0.3687 -1.2997 -6.9114 0.8 -0.3 1.0
C 1.3514 -2.5114 -7.0015 0.0 1.8 0.4
C 0.4015 -3.6709 -6.8438 0.0 -0.1 1.0
C -0.9113 -3.0959 -6.2537 -1.0 -1.3 -0.7
H -4.9112 -0.4515 -4.3774 0.1 0.1 0.3
H -4.9223 -0.1150 -6.0189 0.1 -0.1 -0.3
H -3.9564 0.8766 -5.0562 0.8 -0.2 0.3
H -3.6770 -2.0972 -5.8766 0.3 -0.1 0.1
H -2.9534 -1.5284 -4.3291 0.1 -0.6 -0.2
H -1.6968 0.3337 -5.8326 0.6 -0.2 1.3
H -1.9605 -0.5947 -7.1060 -0.5 -0.8 -0.2
H 0.2311 -2.5920 -3.9457 0.3 -0.1 -0.8
H -0.9957 -1.4990 -3.5829 -0.5 0.2 -0.8
H 0.4900 -0.8021 -4.2324 0.2 -0.2 0.0
H 0.6940 -0.3068 -6.6010 0.5 -0.1 -0.5
H -0.1325 -1.3042 -7.8794 -0.4 0.5 0.3
H 2.1423 -2.4488 -6.2541 -0.1 -0.1 0.2
H 1.8484 -2.5371 -7.9713 -0.1 0.2 0.1
H 0.7913 -4.3840 -6.1174 0.1 -0.4 -0.5
H 0.2809 -4.0746 -7.8491 -0.5 -0.5 0.5
H -1.3583 -3.6786 -5.4483 0.3 0.2 0.1
H -1.6327 -3.1758 -7.0669 -0.3 0.8 0.1
N -1.3415 -4.3789 -2.9847 2.1 -3.8 -1.0
S -1.6607 -6.0206 -3.3495 3.9 -7.5 -1.0
O -2.9037 -6.5538 -3.9488 2.5 2.4 2.4
O -0.8509 -6.9693 -2.4451 -3.0 4.0 -2.2
F -0.7205 -6.0433 -4.6486 0.1 0.7 0.2
S -2.7478 -4.1327 -2.5284 -5.4 2.6 4.8
O -3.1958 -4.7326 -1.2487 1.1 0.8 -2.8
O -3.6404 -3.9194 -3.5955 -1.3 -0.1 -0.6
F -2.4974 -2.6214 -2.0485 0.6 1.4 0.6